Record 1
# C19H28F9N2O4P3Ti

C19H28F9N2O4P3Ti as an isolated structure (ωB97M-V/def2-TZVPD, the Open Molecules 2025 dataset).

## Properties
HOMO-LUMO gap (alpha / beta) = 0.2519 / 0.2933 Ha
largest force on an atom = 0.0033 Eh/bohr
lowest unoccupied orbital energy (alpha / beta) = 2.41 / 1.82 eV
E_tot = -3923.89197 hartree

```
! wB97M-V def2-TZVPD RIJCOSX def2/J DEFGRID3
* xyz -1 4
C 0.917 -1.631 1.820
C 3.397 -1.584 1.684
H 3.767 -1.276 5.513
C -2.929 1.360 0.929
F 1.503 -3.482 -1.839
H 3.113 0.758 -0.304
C -2.434 -0.863 3.982
H 0.024 3.156 0.970
C 1.036 2.868 0.687
H 3.271 -1.686 0.611
H -0.700 -1.040 -4.287
F -2.428 -2.363 -1.780
H 3.253 2.338 -1.136
O -1.868 1.346 0.222
C -3.995 2.337 0.509
F 0.630 -2.749 -3.814
C 4.794 -1.395 3.633
F 2.910 -2.818 -3.549
H -2.436 -1.046 -3.991
C 2.399 -1.436 3.869
H -4.503 1.936 -0.371
H -3.531 3.283 0.227
H 1.495 2.354 1.533
C 2.265 -1.541 2.492
C -2.832 1.745 -2.832
N -0.170 -1.226 2.683
H -2.291 -1.944 3.973
H -2.756 2.551 -2.104
H -4.073 0.706 2.588
Ti -0.656 -0.320 -0.231
H 5.781 -1.338 4.078
P 0.949 1.697 -0.711
C 2.700 1.398 -1.086
N -1.074 -0.616 1.959
H -2.944 2.164 -3.835
O 0.745 -3.845 2.626
C -0.036 1.839 -3.277
H -0.474 3.322 -1.747
C -3.144 0.568 2.054
H -3.437 -0.620 4.328
H 0.805 1.223 -3.604
F 2.684 -1.551 -1.647
C 0.381 2.744 -2.111
H -3.707 1.145 -2.585
C 4.657 -1.513 2.255
C -2.497 -1.531 -0.691
H -1.735 0.183 -5.079
O 0.890 -1.081 0.607
F -3.643 -0.765 -0.963
C 3.665 -1.358 4.438
F -2.915 -2.359 0.324
P -1.353 0.675 -2.727
C -2.202 -0.299 2.615
H 5.536 -1.555 1.624
H -4.732 2.506 1.292
H -1.702 -0.462 4.686
H 1.625 3.755 0.444
P 1.683 -2.183 -2.734
H 1.158 3.453 -2.410
F 1.790 -0.792 -3.589
F 0.382 -1.469 -1.929
H 2.791 0.854 -2.026
O 0.644 -3.121 1.555
H 1.512 -1.422 4.486
C -1.574 -0.404 -4.172
H -0.379 2.423 -4.136
*
```

Record 2
# C19H28MgNO5

C19H28MgNO5 as an isolated structure (ωB97M-V/def2-TZVPD, the Open Molecules 2025 dataset).

## Properties
HOMO-LUMO gap = 0.1566 Ha
largest force on an atom = 0.0987 Eh/bohr
lowest unoccupied orbital energy = 2.05 eV
E_tot = -1371.58824 hartree

```
! wB97M-V def2-TZVPD RIJCOSX def2/J DEFGRID3
* xyz -1 1
H 2.067 -3.011 1.811
C -0.875 2.713 -3.164
H -1.291 3.338 -2.356
C -1.512 -2.170 -1.273
H 0.640 -1.213 -0.299
C 2.973 -1.116 1.231
H 2.187 2.683 -4.178
C -0.659 -0.217 3.726
O -1.353 0.488 0.534
H -3.346 -1.310 -2.311
Mg -2.538 0.554 -1.056
C 0.200 3.528 -3.886
C -3.536 -2.045 -0.167
C 4.212 -0.284 1.521
C -2.580 -2.642 0.712
C -1.671 -0.499 2.826
H 1.606 -1.677 2.857
H 4.498 0.190 0.575
C 2.794 -1.822 -0.177
H 0.094 4.595 -3.685
H 3.645 -1.685 -0.848
H 0.639 1.583 3.976
H 2.474 -2.860 -0.143
C -0.799 1.650 2.346
H -2.758 -2.940 1.738
H 5.059 -0.817 1.948
H 1.442 2.072 -1.391
C 1.668 -0.815 -0.349
H 2.129 3.780 -2.817
C -1.349 -2.727 0.023
H -1.686 2.384 -3.836
O 2.031 -0.069 0.871
H 0.168 3.392 -4.967
C -2.842 -1.631 -1.382
O -0.293 1.556 -2.453
C -1.831 0.648 1.848
H -2.873 1.015 1.899
H -0.342 -0.853 4.551
H 1.787 0.964 -2.756
H 1.816 -0.213 -1.254
H -4.594 -2.216 -0.202
C 1.548 3.009 -3.345
H -0.740 -2.172 -2.041
O -4.563 0.577 -0.290
C -0.149 1.104 3.401
H -2.375 -1.313 2.856
C 2.455 -2.101 2.306
H -0.459 -3.156 0.460
H -0.463 2.447 1.662
O -4.125 -0.776 1.358
H 3.253 -2.405 2.997
H 3.924 0.556 2.172
C 1.185 1.829 -2.431
N -4.889 0.097 0.850
*
```

Record 3
# C19H28N2O5S

One molecule with the formula C19H28N2O5S (ωB97M-V/def2-TZVPD, the Open Molecules 2025 dataset).

## Properties
HOMO-LUMO gap = 0.3137 Ha
largest force on an atom = 0.0214 Eh/bohr
lowest unoccupied orbital energy = 0.38 eV
E_tot = -1624.66970 hartree

```
! wB97M-V def2-TZVPD RIJCOSX def2/J DEFGRID3
* xyz 0 1
O -2.357 -2.021 -0.440
H 2.074 -3.599 -3.823
H -0.155 -0.027 -1.116
H 2.929 -3.624 -2.276
H 1.697 0.533 -4.328
C -1.450 1.147 1.454
H 2.220 -1.359 -1.763
H 2.920 -1.342 -3.383
O -0.100 -1.507 0.334
H -3.212 2.370 1.567
H 1.579 2.994 5.403
H -3.050 -1.780 2.248
C 2.435 0.592 2.905
O -1.714 2.444 -2.288
C -0.320 -1.861 -3.384
C -0.440 -3.282 -2.934
H 2.019 -0.411 3.045
C -2.517 0.792 -0.737
C 2.078 -1.709 -2.790
H 0.656 2.258 -2.789
S -1.523 -1.340 0.501
N -1.981 0.259 0.496
H -1.349 -3.380 -2.336
H 2.604 0.767 1.839
C 0.772 -3.713 -2.114
C 0.361 1.782 2.946
C -0.169 0.958 1.961
H -3.307 1.519 -0.535
H -1.643 -2.872 2.306
C 1.256 3.876 4.846
H 3.381 0.667 3.439
H -1.226 -1.419 -3.780
H -1.487 -1.190 2.879
C -1.973 -1.850 2.173
C 0.812 0.309 -3.729
C 2.050 -3.235 -2.794
H -0.076 0.538 -4.322
H -0.553 -3.926 -3.814
H 1.763 1.135 -1.955
H -2.948 -0.053 -1.280
C 0.814 1.220 -2.490
H 0.418 0.147 1.570
C -2.217 2.198 1.939
C -1.691 3.033 2.904
C 0.793 -1.142 -3.328
C -0.414 2.854 3.430
H 0.706 -3.264 -1.122
N -0.254 0.864 -1.583
C -1.460 1.458 -1.629
H 1.251 4.742 5.507
O -0.074 3.754 4.393
H 0.781 -4.799 -2.000
H 1.948 4.054 4.020
H -2.268 3.858 3.286
O 1.612 1.585 3.470
*
```

Record 4
# C19H28N2O6S

One molecule with the formula C19H28N2O6S (ωB97M-V/def2-TZVPD, the Open Molecules 2025 dataset).

## Properties
HOMO-LUMO gap = 0.3456 Ha
largest force on an atom = 0.0193 Eh/bohr
lowest unoccupied orbital energy = 0.52 eV
E_tot = -1699.97429 hartree

```
! wB97M-V def2-TZVPD RIJCOSX def2/J DEFGRID3
* xyz 0 1
C 1.825 1.960 -0.835
C -3.121 0.222 1.690
C -0.378 1.795 -1.793
H -3.306 1.218 2.104
C -0.922 2.029 -0.544
S -2.701 1.933 -0.354
H -4.183 -1.659 1.554
H -5.219 -0.231 1.510
C -4.336 -0.665 1.969
H -1.044 1.631 -2.624
H 3.892 -0.312 -1.450
H -4.500 -0.753 3.040
C 2.958 -1.599 1.501
H -2.145 -3.190 -1.905
C 1.506 -1.914 1.153
C -2.639 -4.231 -0.077
C 3.716 0.640 1.037
H 1.447 -0.537 -1.288
O -3.135 2.891 0.623
O 3.705 0.911 2.224
H 3.575 -2.500 1.427
H -2.656 -3.320 0.517
O -0.831 -1.602 -0.674
H -1.001 0.275 2.132
H -2.247 -5.043 0.532
C 1.267 2.240 0.410
C 3.477 -1.068 -0.787
H 1.113 -2.656 1.850
C -1.776 -4.033 -1.314
H 3.034 -1.192 2.510
C -0.113 2.282 0.543
H 4.092 2.683 0.563
O -0.409 -3.785 -0.961
H 1.886 2.417 1.274
H -1.648 -1.345 1.860
N -2.999 0.426 0.263
H 5.032 1.546 -0.427
H -1.749 -4.937 -1.925
O -3.274 1.977 -1.667
H -3.654 -4.471 -0.378
H -2.526 -0.308 -0.242
C -1.856 -0.374 2.306
C 0.992 1.775 -1.945
H -0.566 2.520 1.493
H 1.450 1.597 -2.905
H 0.912 -1.003 1.244
C 4.048 1.736 0.013
O 3.158 1.817 -1.081
C -0.070 -2.538 -0.657
C 1.398 -2.429 -0.288
H 4.118 -1.959 -0.828
H 2.115 -1.862 -2.251
H 1.858 -3.417 -0.372
N 3.465 -0.601 0.580
H -1.984 -0.501 3.378
C 2.064 -1.436 -1.247
*
```

Record 5
# C19H28N4O4S

One molecule with the formula C19H28N4O4S (ωB97M-V/def2-TZVPD, the Open Molecules 2025 dataset).

## Properties
HOMO-LUMO gap = 0.3073 Ha
largest force on an atom = 0.0147 Eh/bohr
lowest unoccupied orbital energy = 0.27 eV
E_tot = -1659.03163 hartree

```
! wB97M-V def2-TZVPD RIJCOSX def2/J DEFGRID3
* xyz 0 1
H 1.251 -4.378 -1.717
N -0.512 -2.633 -1.110
H -6.694 -1.497 2.206
H 2.653 0.582 -2.674
C 2.970 1.255 -0.648
H 1.512 -0.498 1.119
C -3.219 -0.068 -0.556
C -4.538 0.451 -0.211
H 2.930 0.214 -0.330
C 1.725 -3.412 -1.560
O 2.365 -4.606 0.357
H 4.109 3.504 1.974
C 2.217 1.483 1.661
H -7.254 -2.268 0.721
H 4.281 4.837 0.831
O 2.953 -2.442 0.282
H 2.255 -5.353 2.244
H 4.849 3.226 0.397
C 2.429 -3.404 -0.215
H 2.662 3.818 -0.705
H 1.906 2.269 2.355
S -2.991 -1.800 -0.476
C 2.690 3.469 0.331
H -8.303 -1.120 1.570
H 2.457 -3.189 -2.336
H 1.935 4.032 0.891
C -1.349 -1.612 -0.983
C 4.071 3.774 0.922
C 2.267 1.357 -2.012
H -3.028 2.525 -0.910
C 0.338 -0.053 -1.611
H 4.027 1.530 -0.770
H 0.350 1.950 -1.472
H -6.671 0.726 1.056
H 2.424 2.337 -2.466
C 1.197 0.349 1.721
N 1.147 -1.097 -1.784
H 1.088 0.012 2.749
H -1.348 2.531 -0.369
C 0.705 -2.312 -1.510
H 3.111 -3.785 2.103
H 3.196 1.103 1.993
O -4.867 1.616 -0.204
N 0.841 1.167 -1.872
C -6.696 -0.208 0.485
C 2.946 -4.762 1.646
H -7.281 -0.038 -0.427
C -7.276 -1.349 1.300
N 2.282 2.077 0.335
H 0.229 0.693 1.365
H -1.724 2.377 -2.099
H 3.898 -5.287 1.548
C -1.010 -0.263 -1.203
O -5.364 -0.553 0.110
C -2.098 0.621 -0.950
C -2.044 2.105 -1.094
*
```

Record 6
# C19H28N8O2

One molecule with the formula C19H28N8O2 (ωB97M-V/def2-TZVPD, the Open Molecules 2025 dataset).

## Properties
HOMO-LUMO gap = 0.3601 Ha
largest force on an atom = 0.0219 Eh/bohr
lowest unoccupied orbital energy = 0.62 eV
E_tot = -1329.35487 hartree

```
! wB97M-V def2-TZVPD RIJCOSX def2/J DEFGRID3
* xyz 0 1
N 2.139 1.764 -0.905
N 3.094 -0.031 -1.412
H 1.582 -0.393 -5.242
H -0.162 -2.074 4.199
H 0.644 -2.770 -2.470
H 0.923 3.300 -1.646
N 2.996 1.233 -1.736
H -0.552 -0.886 -1.580
C -4.288 2.171 -0.051
C 2.593 -1.057 2.654
N 1.581 -1.356 1.656
C 0.566 -0.832 -3.401
C 1.755 3.165 -0.958
C 2.273 -0.210 -0.365
C 2.017 -1.529 0.291
H 2.905 -2.167 0.186
H 1.206 -3.164 4.117
H -3.824 0.965 2.275
H -2.352 2.386 0.832
H -4.936 1.387 -0.447
H 1.210 -2.025 -0.258
H -0.579 2.785 -3.784
C 0.671 -2.360 2.176
C 0.801 -2.236 3.716
H -2.186 -0.576 3.047
O -1.543 -3.041 1.620
H 2.171 -2.237 -3.185
H 3.383 -1.825 2.678
N 0.522 1.247 -4.615
H -0.181 -0.336 1.173
C -0.771 -2.117 1.712
H 2.618 3.741 -1.277
C -1.915 0.010 2.166
H -4.105 2.904 -0.836
H -2.081 -0.003 -0.668
H -1.313 0.856 2.505
C 1.087 -2.237 -3.312
C -0.262 1.755 -3.668
C -1.502 1.756 -1.527
H 2.386 -1.198 4.830
H -4.806 2.667 0.771
H 0.925 -3.378 1.856
N -2.236 0.992 -0.691
N 1.654 0.910 -0.021
C 1.777 -1.070 3.937
H 0.855 -2.801 -4.217
C -2.969 1.577 0.428
C -0.678 1.038 -2.554
C 0.926 -0.008 -4.466
H 3.063 -0.095 2.445
N -1.073 -0.821 1.264
C -0.262 -0.284 -2.436
H 1.234 -0.128 4.027
C -3.187 0.522 1.505
O -1.490 2.980 -1.462
H -3.740 -0.326 1.087
H 1.440 3.458 0.039
*
```

Record 7
# C19H28NO5V

C19H28NO5V as an isolated structure (ωB97M-V/def2-TZVPD, the Open Molecules 2025 dataset).

## Properties
HOMO-LUMO gap (alpha / beta) = 0.2495 / 0.1721 Ha
largest force on an atom = 0.1040 Eh/bohr
lowest unoccupied orbital energy (alpha / beta) = -0.78 / -3.00 eV
E_tot = -2115.50085 hartree

```
! wB97M-V def2-TZVPD RIJCOSX def2/J DEFGRID3
* xyz 0 3
O 0.499 1.102 2.162
H -2.465 -2.127 2.431
C -2.302 0.039 1.846
O 1.305 0.566 -1.148
H -2.180 -1.194 4.975
C -2.125 -0.605 4.066
C -2.076 1.221 2.643
C -0.796 -1.345 -4.698
C -1.969 0.817 4.012
H 1.508 1.987 -3.977
N 0.454 -0.266 6.830
C 2.077 -0.913 3.353
O 0.452 0.256 -3.415
C 0.420 0.799 -5.514
H -0.202 -0.279 0.041
C 1.319 1.885 -0.596
V -0.207 -0.219 2.861
H -1.846 1.486 4.858
C 0.545 1.497 -4.161
H -1.705 1.385 -0.227
H -1.675 -0.756 -4.411
H -0.936 -1.741 -5.711
H 1.735 -2.174 -4.214
C -1.001 1.403 -1.064
H -0.674 -2.186 -4.003
H -2.522 0.017 0.782
C 0.445 -0.489 -4.656
C -0.007 2.586 -0.924
H 0.150 -2.648 1.194
H -0.366 -0.629 -1.692
O -0.744 0.041 6.865
H 2.907 -0.283 3.666
H 1.283 1.762 0.514
C 1.164 -1.567 4.238
H 1.270 0.908 -6.189
H 1.746 -1.641 -5.915
O 1.292 0.099 7.653
C 1.720 -1.292 -4.872
H 2.226 2.414 -0.911
H -0.436 -3.095 3.834
C -0.098 0.156 -0.980
H 2.307 -1.034 1.111
H 0.042 3.179 -1.838
H 1.205 -1.509 5.325
H -0.292 2.149 -3.888
H -0.263 3.233 -0.070
H -2.032 2.243 2.285
H 2.600 -0.653 -4.708
C 0.619 -2.188 2.061
H -0.535 0.983 -6.011
H -1.580 1.406 -1.998
C 0.289 -2.387 3.446
C 1.762 -1.305 2.013
C -2.307 -1.093 2.727
*
```

Record 8
# C19H28NPPdS

C19H28NPPdS as an isolated structure (ωB97M-V/def2-TZVPD, the Open Molecules 2025 dataset).

## Properties
HOMO-LUMO gap (alpha / beta) = 0.2328 / 0.1946 Ha
largest force on an atom = 0.0391 Eh/bohr
lowest unoccupied orbital energy (alpha / beta) = 0.66 / -2.00 eV
E_tot = -1662.82312 hartree

```
! wB97M-V def2-TZVPD RIJCOSX def2/J DEFGRID3
* xyz 0 3
H 1.631 -1.570 3.999
H 2.160 -2.986 0.951
C -0.866 -1.990 -2.319
H 2.928 2.682 -2.981
C -4.553 1.399 2.354
H 2.304 -0.863 -1.999
H -5.873 -1.530 1.239
H 1.801 -2.170 -3.168
H 3.290 0.457 2.465
H 3.353 -2.184 2.010
Pd -0.241 0.404 0.611
H 1.075 1.912 -3.611
H -0.256 2.050 -2.472
H 0.219 -2.315 3.184
C 0.095 0.081 -3.235
H -1.817 -1.434 -2.306
C 1.546 1.085 -0.343
S -2.136 0.779 -0.797
H -0.986 0.223 -3.431
C 1.672 1.559 -1.639
C -3.624 1.609 1.335
H 0.638 -0.168 -4.171
C 0.625 1.449 -2.714
C 3.834 2.536 -1.009
H -2.941 2.461 1.295
P 1.369 -0.821 1.712
C 0.790 -1.391 3.321
C 2.343 0.718 1.970
C -3.444 0.668 0.314
H -0.763 -2.625 -1.414
H 4.737 3.083 -1.282
H -0.850 -2.604 -3.248
H -4.149 -1.122 -0.567
H -4.634 2.126 3.144
C 2.626 -2.026 1.197
C 1.544 -1.633 -2.219
H 1.525 -2.361 -1.383
H 3.168 -1.689 0.310
N 0.238 -1.046 -2.364
C -4.312 -0.456 0.265
C -5.370 0.249 2.357
H -6.101 0.073 3.165
C -5.245 -0.662 1.290
H 1.760 1.340 2.647
H -1.320 -0.601 1.766
C 2.523 1.302 0.605
H 4.432 2.181 1.063
C 2.842 2.310 -1.953
C 3.674 2.054 0.276
H -1.373 0.107 2.032
H 0.113 -0.649 3.748
*
```